This record from the Open Molecules 2025 dataset describes a structure of composition C6H20F2InNO9S2 in a non-equilibrium geometry. The level of theory is ωB97M-V/def2-TZVPD.

Output
**Charge**: 0
**HOMO energy**: -9.43 eV
**Gap between HOMO and LUMO**: 1.754 eV

Last column: Löwdin charge in e.
Positions of all 41 atoms, in Å:
1 In -0.99207 0.49219 0.01645  0.9505
2 O -2.41463 -0.74338 3.66526  -0.1251
3 H -2.85049 -1.13390 4.44759  -0.0161
4 O -3.27537 1.61778 -3.09002  -0.1344
5 H -4.21214 1.84592 -2.93207  -0.0210
6 N 3.36780 0.81283 -0.68569  -0.1954
7 S 4.68228 0.88006 0.36045  0.5178
8 O 5.18108 2.20263 0.68516  -0.2536
9 O 5.59322 -0.27716 0.37578  -0.2607
10 F 3.78902 0.48607 1.58330  -0.1929
11 S 4.38960 0.75727 -1.83775  0.4265
12 O 4.62282 -0.56261 -2.38623  -0.2454
13 O 5.39998 1.79374 -2.04533  -0.2446
14 F 3.31352 1.29047 -2.92668  -0.2338
15 C 1.50170 -5.85727 0.61573  -0.0881
16 C 2.00715 -4.42856 0.79740  -0.3032
17 O 0.90447 -3.61568 1.17034  -0.1112
18 H 0.95666 -6.17859 1.50331  0.0725
19 H 2.39565 -6.47240 0.51295  0.0697
20 H 0.96704 -6.11439 -0.29867  0.0732
21 H 2.38646 -3.92710 -0.09296  0.1177
22 H 2.73337 -4.37664 1.60857  0.1099
23 H 0.50116 -4.03623 1.93328  0.0689
24 C -6.31861 -2.15066 1.32472  -0.0923
25 C -5.80288 -1.79481 -0.06871  -0.3039
26 O -4.47115 -2.29736 -0.17757  -0.1042
27 H -6.35080 -3.22076 1.52951  0.0719
28 H -7.30290 -1.73281 1.53611  0.0719
29 H -5.61292 -1.75170 2.05339  0.0668
30 H -5.75712 -0.71132 -0.17843  0.1080
31 H -6.42106 -2.25605 -0.83890  0.1086
32 H -4.48879 -3.24643 -0.32095  0.0819
33 C 1.41827 6.91151 -0.55170  -0.0851
34 C 1.55335 5.43290 -1.00004  -0.3184
35 O 0.29693 4.82306 -0.97126  -0.0902
36 H 2.29961 7.51973 -0.75521  0.0662
37 H 1.30528 7.05675 0.52265  0.0684
38 H 0.62502 7.45977 -1.05990  0.0654
39 H 2.23913 4.93451 -0.31491  0.1117
40 H 1.98782 5.33113 -1.99451  0.1110
41 H -0.14747 5.23749 -1.71446  0.0811